Entry 1:
17
Properties=species:S:1:pos:R:3 method="wB97M-V/def2-TZVPD" spin_multiplicity=8 orbital_gap_ev="3.00 / 3.42" s_squared=15.78 max_force_ha_per_bohr=0.0713 de_lowest_kj_mol=25.0 e_lumo_ev="-3.047 / -3.006"
Eu 3.074 1.719 -2.321
O 1.137 -1.084 -0.379
O -0.846 1.491 1.051
O 0.713 0.305 2.300
O 3.137 -2.988 -1.654
O -1.052 -0.753 1.307
O 3.373 -0.841 -2.347
O 1.348 1.135 -0.517
C -2.128 -0.339 0.503
C 2.983 -1.844 -1.833
C -0.042 0.274 1.261
C 0.840 0.085 -0.019
C -2.190 1.156 0.793
H -2.578 1.741 -0.053
H -1.922 -0.532 -0.566
H -3.034 -0.885 0.793
H -2.812 1.361 1.681

---

Entry 2:
16
Properties=species:S:1:pos:R:3 method="wB97M-V/def2-TZVPD" orbital_gap_ev=8.45 max_force_ha_per_bohr=0.0953 smiles="[O-]/C(=C1/C[NH2+]1)C(F)(F)F.O=C=O" de_lowest_kj_mol=206.1 e_lumo_ev=0.273
F 4.067 1.445 1.132
F 4.023 -0.732 0.722
F 2.715 0.108 2.209
O 2.005 4.293 -0.801
O 2.145 1.416 -0.856
O 0.043 3.052 -0.798
N -0.255 -0.191 -0.602
C 2.117 0.556 -0.029
C 3.243 0.389 0.973
C -0.209 -0.588 0.806
C 1.020 3.693 -0.788
C 1.002 -0.623 0.026
H -0.816 -0.697 -1.192
H -0.527 0.698 -0.871
H -0.655 -1.461 0.956
H -0.294 0.200 1.518

---

Entry 3:
12
Properties=species:S:1:pos:R:3 method="wB97M-V/def2-TZVPD" orbital_gap_ev=9.10 max_force_ha_per_bohr=0.1328 de_lowest_kj_mol=316.7 e_lumo_ev=0.450
F 1.813 -1.872 0.725
O 0.850 -0.391 2.244
N -0.603 0.657 0.714
C -0.114 0.578 1.916
C -0.715 0.829 -1.966
C -0.126 -0.383 -1.353
C 1.081 -0.761 0.923
C 0.217 -0.214 0.039
H 0.062 -1.567 -1.729
H -0.985 0.565 -3.009
H -0.936 1.702 -1.326
H -0.544 0.857 2.822

---

Entry 4:
12
Properties=species:S:1:pos:R:3 method="wB97M-V/def2-TZVPD" orbital_gap_ev=10.20 max_force_ha_per_bohr=0.0789 smiles="O=C(F)n1cccc1" de_lowest_kj_mol=0.0 e_lumo_ev=0.754
F 2.531 1.085 -0.159
O 2.637 -1.150 0.164
N 0.637 -0.016 0.025
C -1.445 0.787 0.038
C -0.154 1.145 -0.060
C -1.483 -0.680 0.056
C 1.989 -0.140 0.046
C -0.230 -1.116 -0.009
H 0.036 -2.163 -0.045
H -2.404 -1.334 0.072
H -2.242 1.395 0.061
H 0.127 2.187 -0.190

---

Entry 5:
12
Properties=species:S:1:pos:R:3 method="wB97M-V/def2-TZVPD" orbital_gap_ev=8.28 max_force_ha_per_bohr=0.0491 smiles="FC1=N/C(=C/S)C=C1" de_lowest_kj_mol=128.1 e_lumo_ev=-0.409
S -2.757 0.047 -0.506
F 3.262 0.503 0.160
N 1.166 0.613 -0.731
C 1.994 0.156 0.165
C 1.301 -0.671 1.257
C -0.094 0.144 -0.328
C -1.163 0.504 -1.037
C 0.018 -0.692 0.823
H 1.773 -1.254 2.099
H -3.548 0.682 -1.364
H -1.157 1.195 -1.905
H -0.794 -1.226 1.368

---

Entry 6:
11
Properties=species:S:1:pos:R:3 method="wB97M-V/def2-TZVPD" total_charge=+2 spin_multiplicity=2 orbital_gap_ev="6.29 / 5.38" s_squared=0.79 max_force_ha_per_bohr=0.1825 e_lumo_ev="-11.082 / -11.996"
In -0.754 2.771 4.495
O -0.018 1.808 3.075
C -0.303 -1.450 -1.426
C 0.123 0.691 0.895
C 0.730 -0.358 -1.429
C 0.039 1.257 2.020
C 0.200 0.093 -0.263
H -0.371 -2.097 -2.308
H -1.363 -1.166 -1.424
H 0.767 0.355 -2.259
H 0.949 -1.904 -1.377

---

Entry 7:
10
Properties=species:S:1:pos:R:3 method="wB97M-V/def2-TZVPD" total_charge=+1 orbital_gap_ev=8.65 max_force_ha_per_bohr=0.1629 smiles="C#CC(=C)C#[NH+]" de_lowest_kj_mol=44.1 e_lumo_ev=-5.643
N -0.022 2.426 0.173
C -0.836 -0.889 0.406
C -1.898 -1.469 0.755
C 1.356 -0.723 -0.826
C 0.333 -0.226 -0.133
C 0.332 1.344 0.201
H -2.803 -1.861 0.991
H 1.477 -1.765 -0.812
H -0.182 3.360 0.305
H 2.243 -0.197 -1.058

---

Entry 8:
10
Properties=species:S:1:pos:R:3 method="wB97M-V/def2-TZVPD" total_charge=+1 orbital_gap_ev=8.53 max_force_ha_per_bohr=0.0905 de_lowest_kj_mol=613.2 e_lumo_ev=-6.809
N -1.141 -0.424 0.227
C -1.481 0.813 -0.129
C 0.258 -0.847 0.297
C 0.017 1.456 -0.649
C 0.860 0.411 -0.294
C -2.432 -0.209 0.111
H 0.751 -1.270 1.269
H 1.874 0.439 -0.746
H 0.882 1.351 0.320
H 0.411 -1.719 -0.405

---

Entry 9:
10
Properties=species:S:1:pos:R:3 method="wB97M-V/def2-TZVPD" total_charge=+1 orbital_gap_ev=7.69 max_force_ha_per_bohr=0.0814 smiles="C[N+]1=CC2=C=C21" de_lowest_kj_mol=517.1 e_lumo_ev=-7.638
N 0.739 0.659 -0.417
C 1.490 2.634 -0.499
C 1.742 2.467 -1.738
C 0.989 1.703 0.403
C 0.089 -0.621 -0.166
C 0.706 1.611 -1.724
H -0.627 -0.431 0.713
H 0.836 -1.294 0.024
H 0.853 1.767 1.522
H -0.267 -0.834 -1.122

---

Entry 10:
10
Properties=species:S:1:pos:R:3 method="wB97M-V/def2-TZVPD" total_charge=+1 spin_multiplicity=3 orbital_gap_ev="8.37 / 8.47" s_squared=2.04 max_force_ha_per_bohr=0.0963 de_lowest_kj_mol=153.9 e_lumo_ev="-5.110 / -7.754"
N -0.969 -2.228 1.482
C -0.734 -1.061 0.674
C 0.218 -0.455 -0.253
C 0.858 0.299 -1.181
C -1.790 -1.285 1.602
C 1.311 1.532 -0.817
H 0.888 -0.036 -2.214
H 1.613 2.252 -1.563
H -2.668 -0.891 2.062
H 1.274 1.873 0.209